(1)
C16H23N3O2S | wB97M-V/def2-TZVPD

Values from the calculation:
Frontier orbital gap ... 8.7 eV
LUMO ... 0.7 eV
Highest occupied orbital energy ... -0.2918 Eh

Cartesian coordinates (Å):
S (4.202, -1.521, -2.769)
O (3.902, -0.361, -1.951)
O (5.234, -1.592, -3.813)
N (-3.740, 2.368, 5.240)
N (2.003, 0.015, 0.432)
N (-2.611, 3.325, -0.971)
C (2.713, -3.525, -3.513)
C (-3.116, 3.538, -2.208)
C (1.578, -1.002, 1.239)
C (-2.641, 1.999, -0.696)
C (-3.234, 0.527, 4.101)
C (0.135, 0.685, 1.320)
C (4.269, -2.989, -1.710)
C (2.678, -2.040, -3.673)
C (-3.475, 2.314, -2.769)
C (-2.028, 1.166, 4.513)
C (-2.377, 2.331, 5.157)
C (0.364, -0.605, 1.803)
C (-3.164, 1.347, -1.790)
C (2.999, -3.765, -2.026)
C (-4.251, 1.236, 4.657)
C (1.159, 1.079, 0.486)
H (4.262, -2.529, -0.721)
H (-1.014, 1.004, 4.176)
H (-4.059, 2.122, -3.652)
H (-4.282, 3.154, 5.539)
H (-2.370, 1.576, 0.253)
H (-1.754, 3.121, 5.538)
H (2.177, -3.366, -1.423)
H (-0.767, 1.249, 1.498)
H (-3.110, 4.491, -2.714)
H (2.233, -1.849, 1.364)
H (1.793, -3.958, -3.904)
H (5.220, -3.501, -1.838)
H (-3.275, -0.423, 3.595)
H (2.916, 0.060, 0.007)
H (3.581, -3.846, -4.103)
H (-2.328, 4.096, -0.397)
H (1.354, 2.013, -0.008)
H (-0.327, -1.206, 2.368)
H (1.876, -1.610, -3.065)
H (3.055, -4.813, -1.733)
H (-5.309, 1.027, 4.614)
H (2.794, -1.616, -4.663)
H (-3.263, 0.273, -1.787)

These are the Löwdin partial charges, in e, on atoms 1 to 6: 0.72 -0.35 -0.34 0.00 0.00 0.01

(2)
C16H23N3OS | wB97M-V/def2-TZVPD

Values from the calculation:
Frontier orbital gap ... 9.6 eV
LUMO ... 0.8 eV
Highest occupied orbital energy ... -0.3229 Eh

Cartesian coordinates (Å):
S (1.366, 2.183, -0.119)
O (-2.650, 0.977, -2.442)
N (-0.636, 1.419, 1.391)
N (-1.282, 2.405, -0.606)
N (-2.600, 1.959, -0.425)
C (5.823, 0.040, -0.187)
C (5.705, -0.005, -1.566)
C (2.213, -0.237, 0.905)
C (4.695, -0.051, 0.608)
C (-4.492, 0.548, -0.935)
C (3.328, -0.236, -1.348)
C (0.510, 1.154, 2.206)
C (1.795, 1.170, 1.345)
C (-4.446, -0.303, 0.340)
C (3.436, -0.191, 0.036)
C (-0.356, 1.936, 0.271)
C (-1.410, -2.742, 0.167)
C (-2.148, -1.411, 0.076)
C (-3.658, -1.605, 0.196)
C (4.455, -0.144, -2.144)
C (-3.160, 1.131, -1.351)
H (-5.477, -0.553, 0.603)
H (-1.039, 2.400, -1.593)
H (-4.857, -0.055, -1.767)
H (-1.801, -0.747, 0.872)
H (-1.742, -3.417, -0.619)
H (-4.031, 0.275, 1.170)
H (6.796, 0.146, 0.270)
H (0.385, 0.181, 2.688)
H (6.585, 0.068, -2.187)
H (-4.022, -2.153, -0.676)
H (4.790, -0.017, 1.684)
H (2.621, 1.666, 1.855)
H (-0.337, -2.597, 0.060)
H (-3.859, -2.220, 1.078)
H (1.380, -0.695, 0.365)
H (0.560, 1.918, 2.991)
H (2.354, -0.343, -1.804)
H (2.413, -0.828, 1.803)
H (-1.911, -0.944, -0.880)
H (-5.184, 1.380, -0.785)
H (-2.871, 1.936, 0.547)
H (-1.596, -3.219, 1.128)
H (4.357, -0.179, -3.219)

These are the Löwdin partial charges, in e, on atoms 1 to 6: 1.01 0.06 0.02 0.03 0.08 -0.09

(3)
C16H23N4O5Tc | wB97M-V/def2-TZVPD

Values from the calculation:
Total charge ... +3
Multiplicity ... 2
Frontier orbital gap (spin up / spin down) ... 7.8 / 8.0 eV
LUMO (spin up / spin down) ... -11.2 / -11.0 eV
Highest occupied orbital energy (spin up / spin down) ... -0.6981 / -0.6979 Eh

Cartesian coordinates (Å):
Tc (0.171, 0.487, 0.147)
O (0.051, -1.777, 3.625)
O (1.672, -0.585, -2.022)
O (3.155, -2.153, -2.659)
O (-1.392, 0.381, -0.613)
O (-0.095, -0.402, 1.971)
N (1.572, -1.590, 0.431)
N (1.932, 1.607, -0.234)
N (0.977, 1.785, -1.291)
N (-0.603, 2.088, 1.287)
C (0.199, 2.632, 2.224)
C (-1.885, 2.491, 1.212)
C (0.427, -1.428, 2.447)
C (-1.555, 4.042, 3.003)
C (2.023, -3.357, 1.987)
C (2.366, -1.564, -1.809)
C (-2.034, -0.254, -1.870)
C (2.862, -3.975, 1.067)
C (-1.651, -1.718, -1.839)
C (-1.499, 0.486, -3.076)
C (1.406, -2.173, 1.622)
C (-0.237, 3.611, 3.089)
C (3.014, -3.402, -0.186)
C (-2.383, 3.464, 2.055)
C (2.341, -2.217, -0.459)
C (-3.513, -0.022, -1.644)
H (-1.928, 4.809, 3.668)
H (-3.859, -0.511, -0.734)
H (3.127, -1.745, -3.544)
H (-0.429, 0.322, -3.209)
H (3.371, -4.897, 1.319)
H (1.298, 1.366, -2.162)
H (-1.736, 1.548, -3.030)
H (3.632, -3.863, -0.944)
H (-3.418, 3.759, 1.956)
H (1.868, -3.812, 2.957)
H (2.795, 1.191, -0.576)
H (-0.577, -1.853, -1.973)
H (0.715, 2.763, -1.388)
H (-1.980, -2.186, -0.910)
H (-2.154, -2.227, -2.661)
H (0.472, -2.575, 3.986)
H (-3.743, 1.043, -1.606)
H (0.448, 4.016, 3.821)
H (2.128, 2.485, 0.241)
H (-1.988, 0.081, -3.962)
H (-2.508, 2.028, 0.464)
H (1.209, 2.248, 2.309)
H (-4.063, -0.450, -2.483)

These are the Löwdin partial charges, in e, on atoms 1 to 6: 1.67 0.28 0.02 0.22 -0.32 -0.05

Let's list ΔE to the lowest compared entry with this formula, charge and spin in order: 355.9 156.7 0.0 kJ/mol.